# 1
Density functional theory data (ωB97M-V with the def2-TZVPD basis set) for a structure of composition C22H49EuN2O2P3.

The HOMO-LUMO gap (alpha / beta) is 6.888 / 4.894 eV. The calculation puts the HOMO energy (alpha / beta) at -16.642 / -16.638 eV. Its net charge is +3. The spin multiplicity is 7. The LUMO energy (alpha / beta) is -9.75 / -11.74 eV.

Last column: Löwdin spin population.
Element x y z (Å)
Eu: -0.86860 -0.07212 -0.33717  4.2635
P: 1.83890 1.37680 1.13692  0.0064
P: -0.67636 2.48750 -1.28010  0.2922
P: 2.06513 -0.21829 -1.80549  0.0011
H: -0.65285 -5.18525 -0.27309  -0.0001
C: 0.41949 -4.93271 -0.29155  0.0001
C: 1.07628 -4.56284 0.82222  0.0006
H: 0.56400 -4.50140 1.78457  0.0000
C: 1.25003 1.99171 2.77107  0.0012
C: 2.85885 2.86023 0.69904  -0.0015
C: 3.21575 0.31918 1.76688  0.0030
C: -1.92439 2.54839 -2.62825  0.0096
C: -1.05433 3.97261 -0.28747  0.0211
C: 0.71173 3.28207 -2.30762  0.1440
C: 2.68873 -1.91543 -1.46959  0.0003
C: 3.67080 0.65630 -2.03882  -0.0002
C: 1.61461 -0.40663 -3.57746  -0.0001
H: 0.96765 -5.24523 -1.19236  -0.0001
H: 2.16911 -4.47158 0.82621  0.0000
H: 1.13219 1.16376 3.48254  0.0000
H: 0.28280 2.49591 2.64947  0.0001
H: 1.97685 2.70879 3.17767  0.0002
H: 2.21147 3.67618 0.34782  -0.0001
H: 3.59399 2.61700 -0.08165  0.0000
H: 3.39065 3.19203 1.60487  -0.0002
H: 2.80140 -0.56869 2.26444  0.0000
H: 3.80963 0.89294 2.49441  0.0004
H: 3.87025 -0.00992 0.94842  0.0000
H: -1.89518 3.54753 -3.07897  0.0007
H: -2.89824 2.36830 -2.16056  0.0034
H: -1.74333 1.78217 -3.39720  0.0014
H: -1.25854 4.78960 -0.98185  -0.0008
H: -0.21270 4.17296 0.38629  0.0034
H: -1.94901 3.73202 0.29446  0.0057
H: 0.28502 4.13186 -2.86484  0.0163
H: 1.17214 2.61859 -3.05265  0.0008
H: 1.52151 3.68691 -1.68849  0.0020
H: 3.20662 -2.30417 -2.35604  0.0000
H: 1.85051 -2.57666 -1.21867  -0.0003
H: 3.38641 -1.89126 -0.62373  0.0000
H: 4.16358 0.26758 -2.94086  -0.0002
H: 4.33531 0.51281 -1.17798  0.0000
H: 3.49023 1.73003 -2.17356  0.0001
H: 2.50429 -0.73024 -4.13358  0.0002
H: 1.26745 0.55475 -3.97551  0.0000
H: 0.81293 -1.14341 -3.70490  0.0000
C: -1.39963 -2.12801 -2.56407  0.1749
C: -2.28470 -1.18910 -3.16698  0.1146
C: -2.53214 -1.33085 -4.52566  0.0583
C: -1.96036 -2.38375 -5.22993  0.2619
C: -1.25239 -3.39853 -4.57597  0.0055
C: -1.08852 -3.34388 -3.19700  0.1425
O: -0.67609 -1.86937 -1.45610  0.2127
H: -1.70433 1.96957 -0.10947  0.2100
H: -2.74008 -0.40658 -2.55785  0.0036
H: -3.20570 -0.62429 -4.99635  -0.0009
H: -2.10204 -2.40316 -6.31674  0.0096
H: -0.76600 -4.18269 -5.12299  -0.0033
H: -0.58059 -4.14926 -2.67750  0.0043
C: -0.02639 -1.87355 3.31981  0.0004
N: -1.02861 -0.99423 3.91177  0.0002
C: -0.98563 -0.79153 5.34586  0.0000
C: -1.76870 -0.24845 3.05902  0.0009
O: -1.48044 -0.34066 1.82509  0.0035
N: -2.77209 0.58343 3.43301  0.0018
C: -3.46531 0.48867 4.70323  0.0006
C: -3.39347 1.42044 2.40673  0.0125
H: -0.45595 -2.48917 2.51590  0.0001
H: 0.33185 -2.51795 4.12596  0.0000
H: 0.82582 -1.30820 2.89710  0.0002
H: -0.91631 0.27812 5.59383  0.0000
H: -1.87256 -1.23917 5.81266  0.0000
H: -0.08947 -1.30817 5.69184  0.0000
H: -2.91598 1.02901 5.48470  0.0000
H: -4.43784 0.96121 4.56152  0.0000
H: -3.61185 -0.55981 4.99021  0.0001
H: -2.67514 2.15336 2.00102  0.0086
H: -3.80420 0.82612 1.57199  0.0020
H: -4.20791 1.96976 2.88807  0.0007

# 2
Density functional theory data (ωB97M-V with the def2-TZVPD basis set) for a cluster of 2 separate species, H4N2O2 in total.

The HOMO-LUMO gap (alpha / beta) is 9.433 / 9.482 eV. The calculation puts the HOMO energy (alpha / beta) at -8.718 / -8.789 eV. Its energy above the lowest of the compared OMol25 structures with the same formula, charge and spin is 1.7962 eV. The LUMO energy (alpha / beta) is 0.72 / 0.69 eV.

Last column: natural (NBO) charge in e.
Element x y z (Å)
N: -1.70161 -0.05264 -0.71365  -0.3337
N: 1.81378 0.07051 0.79921  -0.3650
O: -0.84421 -0.50501 0.11680  -0.3270
O: 1.19821 0.29767 -0.30850  -0.3209
H: -1.94649 -0.61789 -1.51641  0.3263
H: -1.78813 0.88750 -0.90890  0.3332
H: 1.55678 -0.89560 1.09545  0.3493
H: 1.71167 0.81546 1.43600  0.3377

# 3
Density functional theory data (ωB97M-V with the def2-TZVPD basis set) for the ion C7H13N2S with charge +1.

The HOMO-LUMO gap (alpha / beta) is 7.797 / 7.797 eV. The calculation puts the HOMO energy (alpha / beta) at -12.880 / -12.880 eV. Its energy above the lowest of the compared OMol25 structures with the same formula, charge and spin is 3.1014 eV. Its net charge is +1. As for the structure (SMILES): C/C=C(CC)\[NH+]=C/NC=S. The LUMO energy (alpha / beta) is -5.08 / -5.08 eV.

Last column: natural (NBO) charge in e.
Element x y z (Å)
C: 1.15118 -1.34606 1.29037  0.3915
C: -0.83313 -0.40949 2.38775  -0.1448
C: 0.09765 -0.17402 -0.51175  0.0702
C: 0.89168 1.98704 0.56760  -0.6661
C: -1.20289 0.21039 -2.57062  -0.6156
C: 0.05549 1.13536 -0.28849  -0.1009
C: -0.49304 -0.79452 -1.82777  -0.4248
N: 0.39000 -0.99172 2.33285  -0.5809
N: 1.00583 -1.04023 0.02468  -0.4879
S: -1.54253 0.00965 3.83776  0.1333
H: 1.96581 -2.04547 1.48474  0.2355
H: 0.15437 2.70724 0.95326  0.2582
H: 1.67181 2.43524 0.01631  0.2567
H: 1.49288 1.32579 1.22777  0.2038
H: -1.88854 0.77327 -1.84426  0.2047
H: -1.82291 -0.18540 -3.32701  0.2420
H: -0.65656 1.07778 -3.03510  0.2261
H: -0.64866 1.64335 -0.92139  0.2305
H: -1.43348 -0.45355 1.43412  0.2375
H: 0.26475 -1.35687 -2.31412  0.2134
H: -1.10223 -1.63457 -1.60566  0.2234
H: 0.75941 -1.28919 3.22376  0.4480
H: 1.72310 -1.58401 -0.53480  0.4459

# 4
Density functional theory data (ωB97M-V with the def2-TZVPD basis set) for an isolated molecule of C4H3NO2.

The HOMO-LUMO gap is 9.890 eV. The calculation puts the HOMO energy at -10.023 eV. Its energy above the lowest of the compared OMol25 structures with the same formula, charge and spin is 3.1939 eV. As for the structure (SMILES): O=Cc1ccon1. The LUMO energy is -0.13 eV.

Last column: natural (NBO) charge in e.
Element x y z (Å)
O: -2.80122 0.10079 -0.42107  -0.4550
C: -1.68636 0.01412 -0.85232  0.4302
C: -0.43611 -0.35911 -0.06236  0.0443
N: 0.08032 -1.52060 -0.27058  -0.0684
O: 1.64689 -1.22620 0.26270  -0.3595
C: 1.61464 0.01219 0.69413  0.2197
C: 0.40149 0.60968 0.55493  -0.4073
H: -1.40904 0.25888 -1.90174  0.1357
H: 2.48266 0.51171 1.14086  0.2184
H: 0.10673 1.59854 0.85544  0.2419